DFT (ωB97M-V with the def2-TZVPD basis set) results for C30H25ClN8O3PtS2 as an isolated structure.

XYZ file:
```
70
Properties=species:S:1:pos:R:3:lowdin_charge:R:1
Pt -1.198 -0.566 -0.717 0.997
Cl -6.683 -5.391 0.142 0.717
C -5.496 -4.329 -0.473 -0.684
C -4.762 -4.682 -1.623 -0.068
C -3.764 -3.870 -2.077 0.006
C -3.425 -2.638 -1.429 -0.353
O -2.408 -1.998 -1.835 -0.188
C -4.286 -2.224 -0.340 -0.137
C -4.161 -0.963 0.316 -0.040
N -3.242 -0.080 0.093 -0.011
C -3.163 1.099 0.823 -0.209
C -4.253 1.924 1.108 0.044
C -4.068 3.065 1.885 -0.028
C -2.840 3.366 2.437 0.001
C -1.715 2.537 2.209 -0.118
C -0.475 2.766 2.784 0.130
C 0.656 1.826 2.628 -0.182
C 0.273 0.518 1.871 -0.245
N -0.844 0.622 0.997 -0.003
C -1.882 1.415 1.331 -0.124
C -5.264 -3.106 0.131 -0.064
H -4.984 -5.609 -2.127 0.117
H -3.188 -4.132 -2.951 0.121
H -4.890 -0.763 1.105 0.149
H -5.224 1.693 0.694 0.134
H -4.910 3.714 2.064 0.126
H -2.718 4.236 3.065 0.129
H -0.306 3.643 3.383 0.142
H 1.102 1.572 3.599 0.172
H 0.085 -0.286 2.607 0.191
H -5.843 -2.829 0.998 0.115
N 7.459 -0.449 3.696 0.166
C 6.359 0.008 3.084 -0.288
C 6.429 0.992 2.077 0.010
C 5.294 1.453 1.457 -0.032
C 4.055 0.944 1.835 -0.312
C 3.956 -0.034 2.819 -0.064
C 5.090 -0.496 3.435 0.005
S 2.595 1.439 0.999 0.947
O 2.802 1.948 -0.301 -0.183
O 1.740 2.434 1.859 -0.143
N 1.476 0.200 1.138 -0.077
C 1.711 -0.879 0.325 -0.453
N 0.737 -1.734 0.021 0.024
C 1.087 -2.755 -0.767 -0.120
C 2.373 -2.891 -1.264 -0.011
C 3.299 -1.926 -0.887 -0.059
N 2.967 -0.925 -0.084 0.135
H 8.369 -0.104 3.449 0.123
H 7.394 -1.134 4.429 0.123
H 7.394 1.382 1.795 0.126
H 5.350 2.199 0.683 0.127
H 2.995 -0.440 3.090 0.116
H 5.016 -1.257 4.194 0.124
H 0.292 -3.450 -1.002 0.129
H 2.646 -3.710 -1.907 0.121
H 4.328 -1.942 -1.213 0.131
C -2.298 1.364 -3.326 -0.027
N -1.089 1.581 -4.068 -0.109
C -0.940 2.429 -5.136 -0.030
C 0.327 2.303 -5.599 -0.046
N 0.943 1.369 -4.811 0.080
C 0.078 0.935 -3.868 -0.716
S 0.484 -0.203 -2.680 0.689
H -2.908 2.265 -3.339 0.103
H -2.043 1.109 -2.284 0.020
H -2.868 0.535 -3.752 0.113
H -1.730 3.064 -5.479 0.132
H 0.816 2.805 -6.409 0.128
H 1.892 1.041 -4.903 0.164
```

Properties
Highest occupied orbital energy (spin up / spin down): -11.811 / -11.810 eV
Energy above the lowest of the compared OMol25 structures with the same formula, charge and spin: 3.923 eV
Total charge: +2
Electronic energy: -3197.267919 hartree

=====

DFT (ωB97M-V with the def2-TZVPD basis set) results for one molecule with the formula C5H7NO.

XYZ file:
```
14
Properties=species:S:1:pos:R:3:lowdin_charge:R:1
C 0.346 -1.858 0.743 -0.061
C 0.027 -0.450 0.323 -0.282
C -0.563 0.539 1.021 -0.036
N -0.665 1.704 0.209 0.084
C -0.132 1.506 -1.017 -0.498
O -0.126 2.428 -1.816 0.042
C 0.364 0.074 -1.060 -0.040
H -0.177 -2.596 0.118 0.080
H 0.070 -2.052 1.784 0.075
H 1.420 -2.072 0.639 0.080
H -0.926 0.491 2.044 0.121
H -0.940 2.683 0.157 0.164
H 1.439 0.070 -1.274 0.136
H -0.138 -0.468 -1.869 0.136
```

Properties
Highest occupied orbital energy: -8.433 eV
Energy above the lowest of the compared OMol25 structures with the same formula, charge and spin: 0.458 eV
Total charge: 0
SMILES string: CC1=CNC(=O)C1
Electronic energy: -324.707623 hartree

=====

DFT (ωB97M-V with the def2-TZVPD basis set) results for one molecule with the formula CH2N2O3.

XYZ file:
```
8
Properties=species:S:1:pos:R:3:lowdin_charge:R:1
C -0.792 0.604 0.348 -0.436
N -0.831 -0.847 0.445 0.102
N 0.587 0.584 0.430 -0.141
O -1.663 1.443 0.173 0.081
O 0.622 -0.902 0.473 -0.019
O 1.598 1.314 0.230 0.085
H -1.315 -1.426 1.132 0.140
H 2.020 1.464 -0.694 0.189
```

Properties
Highest occupied orbital energy: -9.439 eV
Energy above the lowest of the compared OMol25 structures with the same formula, charge and spin: 4.020 eV
Total charge: 0
SMILES string: O=c1[nH]on1O
Electronic energy: -374.331399 hartree